{
  "formula": "CH3IO",
  "method": "wB97M-V/def2-TZVPD",
  "largest_force_ev_per_a": 2.876,
  "total_charge": 0,
  "smiles": "C=O.I",
  "relative_energy_kj_mol": 59.8,
  "spin_multiplicity": 1,
  "lumo_energy_ev": 0.641,
  "energy_ha": -412.783654,
  "elements": ["C", "O", "I", "H", "H", "H"],
  "positions_angstrom": [[1.02353, -0.08197, 0.85615], [0.18573, -0.22865, 1.68197], [-2.06973, 0.29447, -2.47621], [-2.15310, 0.05672, -0.90863], [1.40837, 0.98705, 0.50929], [1.60520, -1.02762, 0.33743]],
  "atomic_forces_ev_per_a": [[2.3, -0.2, -1.7], [-0.3, 0.0, 0.1], [0.0, 0.1, -0.3], [0.0, -0.1, 0.4], [-0.7, -1.8, 0.5], [-1.3, 2.0, 1.0]],
  "lowdin_charge": [-0.203, -0.021, 0.378, -0.373, 0.104, 0.116]
}

=====

{
  "formula": "C26H27CrO5Si",
  "method": "wB97M-V/def2-TZVPD",
  "largest_force_ev_per_a": 5.046,
  "total_charge": 2,
  "spin_multiplicity": 4,
  "lumo_energy_ev": [-5.477, -7.779],
  "energy_ha": -2716.495886,
  "elements": ["C", "C", "C", "O", "Si", "C", "C", "C", "O", "C", "C", "H", "H", "H", "H", "H", "H", "H", "H", "H", "H", "H", "H", "H", "H", "H", "H", "O", "C", "Cr", "C", "O", "C", "O", "C", "C", "C", "C", "C", "C", "C", "C", "C", "C", "C", "C", "C", "C", "C", "H", "H", "H", "H", "H", "H", "H", "H", "H", "H", "H"],
  "positions_angstrom": [[-0.69493, 0.87055, -4.00804], [-1.29035, 0.20524, -2.85464], [-2.26312, 0.89808, -2.10385], [-2.56535, 2.14753, -2.26276], [-3.51800, 3.43036, -1.60507], [-3.86713, 4.45530, -3.12025], [-5.03588, 2.69277, -0.83864], [-2.35702, 4.20749, -0.37412], [-2.92790, 0.15079, -1.24109], [-2.34636, -1.24652, -1.34236], [-1.52067, -1.21952, -2.61904], [0.17040, 0.31957, -4.38635], [-1.40798, 0.98784, -4.83855], [-0.34869, 1.87379, -3.72919], [-3.96553, 5.52435, -2.89070], [-3.06279, 4.33537, -3.85812], [-4.79636, 4.12569, -3.60321], [-5.39185, 3.30174, -0.00005], [-5.84843, 2.61778, -1.57188], [-4.82125, 1.68058, -0.47976], [-2.76158, 5.13388, 0.06203], [-2.15183, 3.49211, 0.43418], [-1.39135, 4.43284, -0.84804], [-1.70123, -1.39673, -0.47209], [-3.16751, -1.96643, -1.38406], [-2.11045, -1.64799, -3.44892], [-0.59941, -1.80151, -2.52388], [4.88378, -1.76644, 5.54854], [3.81004, -1.57773, 5.14865], [2.18456, -0.96091, 4.36881], [3.29317, -0.51523, 2.90135], [4.07341, -0.20513, 2.09055], [2.76580, 0.71376, 5.05146], [3.32868, 1.65608, 5.45000], [0.78138, -1.91690, 5.73402], [1.22126, -2.84212, 4.78008], [1.15621, -2.53250, 3.41511], [0.53776, -1.33353, 2.95589], [0.54685, -0.99517, 1.54232], [0.69581, -0.81438, 0.33061], [1.00374, -0.61142, -0.99006], [2.06638, -1.36991, -1.58867], [2.48542, -1.17488, -2.93707], [3.55950, -1.89757, -3.45627], [4.22034, -2.85340, -2.66610], [3.82821, -3.05086, -1.33197], [2.75911, -2.33480, -0.80469], [0.20074, -0.37996, 3.94620], [0.26348, -0.69188, 5.31200], [0.86890, -2.14419, 6.79932], [1.62865, -3.80425, 5.08865], [1.56175, -3.22492, 2.67212], [0.59682, 0.23697, -1.53713], [1.94182, -0.45194, -3.55116], [3.88033, -1.72100, -4.48419], [5.04405, -3.44128, -3.07897], [4.34571, -3.76700, -0.69374], [2.42338, -2.48194, 0.22670], [-0.12800, 0.61415, 3.61944], [-0.08651, 0.03534, 6.04666]],
  "atomic_forces_ev_per_a": [[1.2, 0.2, -0.3], [-1.1, 0.5, -0.9], [-1.5, 1.7, 1.0], [1.2, -2.4, -0.2], [-0.7, 1.1, 0.3], [0.1, -0.2, -0.1], [0.0, -0.2, -0.1], [0.2, -0.2, -0.1], [0.9, -0.7, -0.6], [-0.1, 0.4, 0.1], [0.0, -0.8, 0.0], [-0.2, 0.0, -0.1], [0.0, -0.1, 0.2], [-0.2, -0.1, -0.1], [0.0, -0.3, 0.0], [-0.1, 0.1, 0.2], [0.2, 0.1, 0.1], [0.1, -0.1, -0.1], [0.1, 0.0, 0.2], [-0.1, 0.2, 0.1], [0.1, -0.3, -0.2], [-0.1, 0.2, 0.0], [-0.2, 0.1, 0.1], [-0.4, 0.1, 0.0], [0.1, 0.4, 0.2], [0.3, 0.1, 0.0], [-0.1, 0.0, -0.1], [-3.6, 0.4, -1.2], [4.0, -0.8, 1.6], [1.1, 0.5, 0.5], [3.1, 1.1, -3.6], [-3.0, -1.1, 2.8], [2.3, 4.0, 1.9], [-2.4, -3.4, -1.5], [-0.3, -0.1, 1.1], [0.1, -0.7, -0.4], [-0.3, -1.3, -1.1], [0.5, 0.8, -0.7], [0.0, -0.3, -0.4], [-0.4, 0.1, 2.1], [0.9, 0.1, -0.5], [0.4, -0.5, -0.2], [0.0, -0.2, 0.4], [-0.3, 0.0, 0.2], [-0.1, 0.2, 0.2], [-0.4, 0.2, 0.0], [0.1, 0.1, -0.3], [-1.3, 1.0, -1.2], [-0.4, 0.2, 0.7], [-0.1, 0.1, -0.4], [0.1, 0.3, -0.1], [-0.3, 0.2, 0.4], [0.0, -0.1, 0.2], [0.4, -0.2, 0.2], [-0.1, -0.1, 0.3], [-0.3, 0.3, 0.1], [-0.1, 0.1, -0.3], [0.3, -0.1, -0.4], [0.0, -0.5, 0.2], [0.3, -0.2, -0.2]],
  "lowdin_charge": [0.008, -0.159, -0.306, 0.012, 0.513, -0.139, -0.138, -0.147, 0.096, -0.020, -0.089, 0.084, 0.131, 0.114, 0.051, 0.042, 0.046, 0.052, 0.049, 0.029, 0.055, 0.037, 0.044, 0.111, 0.146, 0.165, 0.132, 0.210, -0.055, 0.264, -0.067, 0.199, -0.054, 0.203, -0.084, -0.090, -0.083, -0.242, 0.077, -0.023, -0.043, -0.218, -0.014, -0.050, -0.039, -0.051, -0.019, -0.090, -0.091, 0.156, 0.157, 0.153, 0.112, 0.095, 0.118, 0.121, 0.115, 0.098, 0.158, 0.157]
}

=====

{
  "formula": "C2H4N2O2",
  "method": "wB97M-V/def2-TZVPD",
  "largest_force_ev_per_a": 3.484,
  "total_charge": 0,
  "smiles": "[H]/N=C\\NOC=O",
  "relative_energy_kj_mol": 341.1,
  "spin_multiplicity": 1,
  "lumo_energy_ev": 0.847,
  "energy_ha": -338.523285,
  "elements": ["C", "C", "H", "H", "H", "H", "N", "N", "O", "O"],
  "positions_angstrom": [[1.44868, -0.51901, 0.04951], [-1.66045, 0.50872, 0.04796], [1.28374, 1.32584, -0.29934], [1.96326, -1.43080, -0.12581], [-0.39759, -1.21576, -0.16763], [-2.21127, 1.46036, 0.12672], [1.97317, 0.56645, -0.42153], [0.19981, -0.73496, 0.60585], [-0.44714, 0.54377, 0.63415], [-2.15221, -0.50461, -0.44988]],
  "atomic_forces_ev_per_a": [[1.7, 2.3, -2.0], [-1.1, -2.0, -0.4], [0.6, -0.2, 0.0], [0.5, -0.9, 0.3], [1.0, 0.1, 1.7], [0.5, -0.1, 0.0], [-1.3, -1.3, 1.1], [-2.1, -0.3, -1.5], [-1.0, 0.4, 0.0], [1.2, 2.0, 0.7]],
  "lowdin_charge": [-0.286, -0.279, 0.042, 0.102, 0.152, 0.154, 0.100, 0.034, -0.061, 0.042]
}

=====

{
  "formula": "C4H12O2",
  "method": "wB97M-V/def2-TZVPD",
  "largest_force_ev_per_a": 2.510,
  "total_charge": 0,
  "smiles": "CC[C@H](C)O.O",
  "relative_energy_kj_mol": 37.9,
  "spin_multiplicity": 1,
  "lumo_energy_ev": 0.783,
  "energy_ha": -310.058471,
  "elements": ["O", "C", "C", "C", "C", "H", "H", "H", "H", "H", "H", "H", "H", "H", "H", "O", "H", "H"],
  "positions_angstrom": [[-1.83565, -2.04994, -0.28385], [0.00000, 0.00000, 0.00000], [0.01884, -2.81117, -1.70903], [0.43613, -1.40948, 0.36843], [-0.46644, -2.40604, -0.36287], [-1.94290, -1.14410, -0.64211], [0.84181, 0.70530, 0.10261], [-0.81070, 0.31900, 0.67647], [-0.37054, 0.04308, -1.03801], [-0.54569, -3.69859, -2.04129], [1.09236, -3.06381, -1.69034], [-0.13901, -1.99997, -2.43954], [1.48627, -1.60206, 0.07592], [0.32353, -1.70162, 1.43023], [-0.31399, -3.26750, 0.31869], [-3.45470, -2.76261, -4.20198], [-3.85419, -2.53664, -3.33158], [-3.11880, -3.68068, -4.08988]],
  "atomic_forces_ev_per_a": [[-0.1, 0.5, -0.5], [0.4, 0.6, 0.7], [-0.2, -0.1, -1.2], [-0.1, -0.2, -0.4], [1.0, -1.1, 2.0], [0.1, -0.8, 0.3], [-0.5, -0.1, -0.1], [0.3, 0.1, -0.4], [0.3, 0.1, 0.3], [0.2, 0.4, -0.1], [-0.4, 0.1, 0.0], [0.1, -0.3, 0.1], [-0.5, 0.1, 0.2], [0.2, 0.9, -0.3], [-0.8, -0.2, -0.7], [-0.1, -0.7, 1.0], [0.5, -0.3, -0.9], [-0.4, 1.0, -0.1]],
  "lowdin_charge": [-0.044, -0.109, -0.061, -0.217, -0.512, 0.083, 0.078, 0.083, 0.077, 0.083, 0.087, 0.087, 0.113, 0.117, 0.139, -0.092, 0.044, 0.045]
}

=====

{
  "formula": "C3H11N3",
  "method": "wB97M-V/def2-TZVPD",
  "largest_force_ev_per_a": 4.229,
  "total_charge": 0,
  "smiles": "[H]/N=C/C.CNN",
  "relative_energy_kj_mol": 298.1,
  "spin_multiplicity": 1,
  "lumo_energy_ev": 0.772,
  "energy_ha": -285.064288,
  "elements": ["C", "N", "N", "H", "H", "H", "H", "H", "H", "C", "C", "N", "H", "H", "H", "H", "H"],
  "positions_angstrom": [[-1.84157, 2.05811, -0.13879], [-0.80321, 1.08126, 0.12202], [0.63688, 1.70558, 0.29421], [-0.93395, 0.61621, 1.01856], [0.96633, 1.90231, -0.64756], [0.63974, 2.59238, 0.80309], [-1.68121, 2.47932, -1.13311], [-2.79657, 1.53213, -0.15695], [-1.90160, 2.87900, 0.59123], [0.99505, -3.07053, -0.32912], [0.76256, -1.65736, 0.11510], [1.67079, -0.88942, 0.49370], [1.41984, 0.29678, 0.48203], [-0.24099, -1.26434, -0.17748], [0.24334, -3.72551, 0.11618], [0.87179, -3.14449, -1.41180], [1.99279, -3.39144, -0.04132]],
  "atomic_forces_ev_per_a": [[0.2, 0.3, 0.0], [2.8, 1.1, 0.6], [-2.5, -0.4, -0.6], [0.0, 0.2, -0.2], [-0.3, 0.0, 0.0], [-0.4, -0.2, 0.0], [0.0, 0.0, 0.1], [0.0, 0.0, 0.0], [0.0, -0.1, -0.1], [-0.1, -0.2, 0.7], [-1.0, 0.5, -1.6], [0.8, 3.4, 0.3], [0.2, -4.2, 0.6], [0.3, -0.3, 0.3], [0.1, -0.2, 0.0], [0.1, 0.1, 0.0], [0.1, -0.1, 0.0]],
  "lowdin_charge": [-0.155, -0.136, -0.020, 0.092, 0.081, 0.080, 0.073, 0.078, 0.071, -0.115, -0.408, 0.028, 0.065, 0.074, 0.060, 0.068, 0.063]
}

=====

{
  "formula": "CH8O2S2",
  "method": "wB97M-V/def2-TZVPD",
  "largest_force_ev_per_a": 0.743,
  "total_charge": 0,
  "smiles": "CSS.O.O",
  "relative_energy_kj_mol": 0.0,
  "spin_multiplicity": 1,
  "lumo_energy_ev": 0.494,
  "energy_ha": -989.751664,
  "elements": ["C", "S", "S", "H", "H", "H", "H", "H", "H", "O", "H", "H", "O"],
  "positions_angstrom": [[1.62120, -0.06352, 1.38466], [1.78394, 0.71513, -0.25216], [1.62185, -0.92725, -1.51770], [1.88475, 0.69732, 2.11779], [0.59667, -0.38276, 1.54691], [2.28141, -0.92257, 1.45461], [0.29863, -0.77976, -1.79788], [-1.81847, -0.20783, 0.01700], [-2.52248, -1.50271, 0.40368], [-1.85116, -0.89505, 0.69909], [-0.54629, 1.30480, -1.09225], [-1.89955, 1.89755, -1.60439], [-1.45050, 1.06663, -1.35936]],
  "atomic_forces_ev_per_a": [[-0.3, 0.1, -0.2], [0.1, -0.5, -0.1], [-0.4, 0.5, 0.1], [0.1, 0.0, 0.0], [-0.1, 0.0, 0.0], [0.1, 0.1, 0.0], [0.4, -0.2, 0.1], [-0.1, 0.1, 0.0], [-0.3, -0.3, -0.1], [0.4, 0.3, 0.2], [-0.1, 0.1, 0.0], [0.4, -0.6, 0.2], [-0.1, 0.5, -0.2]],
  "lowdin_charge": [-0.458, 0.373, 0.330, 0.030, 0.012, 0.027, -0.202, -0.015, 0.027, -0.068, -0.030, 0.069, -0.093]
}